Entry 1:
ORCA calculation (wB97M-V/def2-TZVPD) on a structure of composition C18H29BBrF10NO8SSi2.

The geometry in ORCA input format:
```
! RIJCOSX wB97M-V def2-TZVPD def2/J DEFGRID3
* xyz 0 1
C 5.966 -1.976 -0.600
C 5.665 -2.042 -2.114
B 4.851 -0.864 -2.733
O 5.088 -0.554 -4.064
Si 3.468 0.270 -1.754
O 1.936 -0.133 -2.332
Si 0.537 -0.003 -1.525
F -0.354 1.088 -2.258
C -0.394 -1.597 -1.594
C 0.238 -2.826 -0.940
C 1.528 -3.300 -1.590
Br 0.511 -2.598 0.967
N 0.765 0.609 0.099
C 0.610 1.772 0.368
S 0.429 3.275 0.717
H 5.361 -2.686 -0.043
H 5.846 -0.979 -0.187
H 7.001 -2.261 -0.422
H 5.182 -2.990 -2.359
H 6.610 -2.070 -2.663
H 4.290 -0.676 -4.588
H 3.717 1.705 -2.038
H 3.559 0.099 -0.287
H -1.405 -1.450 -1.223
H -0.472 -1.842 -2.656
H -0.479 -3.633 -1.037
H 1.687 -4.346 -1.337
H 1.459 -3.221 -2.673
H 2.394 -2.749 -1.232
C -2.605 1.309 2.464
C -1.451 0.796 3.295
O -1.916 0.113 4.484
C -2.272 -1.149 4.317
O -2.275 -1.766 3.295
C -2.653 -1.770 5.679
F -3.423 -0.948 6.393
F -1.544 -2.025 6.382
F -3.308 -2.911 5.499
H -3.252 1.950 3.064
H -2.225 1.886 1.621
H -3.205 0.486 2.079
H -0.841 1.616 3.667
H -0.810 0.127 2.721
C -4.903 -7.334 0.689
C -4.673 -5.848 0.845
O -3.799 -5.343 -0.190
C -4.365 -5.063 -1.349
O -5.514 -5.176 -1.654
C -3.298 -4.482 -2.302
F -2.159 -5.183 -2.250
F -3.020 -3.221 -1.938
F -3.727 -4.476 -3.554
H -3.952 -7.866 0.672
H -5.497 -7.705 1.523
H -5.432 -7.553 -0.237
H -4.157 -5.624 1.776
H -5.608 -5.291 0.831
C 0.945 6.577 -1.297
C 0.084 7.791 -1.034
O 0.622 8.593 0.040
C 1.586 9.434 -0.291
O 2.060 9.608 -1.374
C 2.019 10.240 0.954
F 2.146 9.453 2.024
F 1.098 11.172 1.226
F 3.178 10.844 0.734
H 1.075 5.997 -0.384
H 0.481 5.943 -2.052
H 1.933 6.868 -1.650
H -0.909 7.502 -0.696
H -0.029 8.406 -1.926
*
```

The gap between HOMO and LUMO comes out at 9.6198 eV.

Entry 2:
ORCA calculation (wB97M-V/def2-TZVPD) on a structure of composition C18H29BrF3N3O7S2.

The geometry in ORCA input format:
```
! RIJCOSX wB97M-V def2-TZVPD def2/J DEFGRID3
* xyz 0 1
C 1.232 -4.324 1.996
C 0.765 -3.121 2.606
C 0.482 -1.482 2.788
C 0.088 -0.727 1.373
N -1.104 -0.779 0.635
C -2.209 -1.589 1.210
C -3.040 -0.843 2.463
C -3.387 -2.129 0.210
C -2.859 -3.223 -0.923
C -0.940 0.150 -0.586
N -1.737 -0.308 -1.827
C -1.963 1.379 -0.094
O -2.381 2.272 -1.198
N -3.095 3.292 -0.677
O -3.122 4.135 -1.559
C 0.667 0.570 -0.857
C 1.053 -0.562 -2.001
C 2.620 -0.666 -2.446
C 2.895 -0.225 -4.036
C 3.149 -2.244 -2.354
S 1.038 2.166 -1.747
C 0.425 3.755 -0.987
O 2.581 2.445 -1.951
O 0.468 2.189 -3.222
C 1.205 0.328 0.698
Br 2.861 -0.851 0.950
S 1.729 1.763 1.776
O 2.720 1.151 2.853
O 2.676 2.802 1.053
C 0.400 2.570 2.810
F -0.058 3.914 2.292
F -0.755 1.719 3.166
F 1.042 2.922 4.135
H 1.241 -5.421 1.527
H -0.509 -1.443 3.454
H 1.299 -0.943 3.424
H -1.806 -2.591 1.720
H -3.581 -1.722 3.045
H -2.337 -0.287 3.211
H -3.905 -0.139 2.039
H -4.147 -2.746 0.894
H -4.053 -1.264 -0.264
H -1.837 -3.635 -0.514
H -3.613 -4.146 -0.906
H -2.806 -2.756 -1.994
H -1.521 0.291 -2.652
H -2.760 -0.229 -1.680
H -1.507 2.045 0.750
H -2.986 0.948 0.346
H 0.509 -0.386 -3.049
H 0.665 -1.595 -1.604
H 3.375 -0.033 -1.817
H 2.830 0.939 -4.186
H 2.189 -0.786 -4.781
H 4.036 -0.511 -4.240
H 4.032 -2.270 -1.565
H 3.545 -2.583 -3.428
H 2.305 -2.976 -2.002
H 1.289 4.397 -0.471
H -0.430 3.675 -0.208
H 0.015 4.470 -1.852
O 3.631 2.641 5.582
H 3.389 2.607 4.674
*
```

The gap between HOMO and LUMO comes out at 2.3854 eV.

Entry 3:
ORCA calculation (wB97M-V/def2-TZVPD) on a cluster of 6 separate species, C18H29Cl10N2O2 in total.

The geometry in ORCA input format:
```
! RIJCOSX wB97M-V def2-TZVPD def2/J DEFGRID3
* xyz 1 1
N -1.381 -0.163 4.038
C -1.537 -0.061 2.676
C -0.323 -0.359 1.566
C -0.714 -1.851 0.918
C -1.503 -1.868 -0.519
N -1.900 -3.225 -1.095
C -1.619 -4.568 -0.419
C -0.805 -4.651 1.038
C -0.327 -3.223 1.765
C 0.432 -3.263 3.217
O 0.188 -4.340 4.000
O 1.311 -2.227 3.781
H -2.335 0.054 4.439
H -2.591 0.205 2.183
H -0.304 0.478 0.722
H 0.745 -0.362 2.045
H -1.740 -0.851 -1.066
H -2.435 -3.195 -2.006
H -1.967 -5.609 -0.876
H -0.553 -5.682 1.576
H 2.262 -2.375 3.487
Cl 4.864 -1.391 1.986
C 4.586 -0.209 0.683
C 3.106 0.052 0.449
Cl 2.275 -1.361 -0.244
H 5.078 -0.579 -0.222
H 5.083 0.718 0.985
H 2.982 0.874 -0.263
H 2.594 0.326 1.377
Cl 1.298 -3.307 -3.452
C 2.536 -2.870 -4.656
C 3.946 -2.993 -4.102
Cl 4.289 -1.765 -2.858
H 2.327 -1.854 -5.005
H 2.409 -3.553 -5.502
H 4.675 -2.844 -4.904
H 4.121 -3.980 -3.662
Cl -3.420 2.964 2.644
C -2.945 4.257 3.773
C -2.670 3.726 5.172
Cl -4.151 3.152 5.977
H -3.736 5.012 3.778
H -2.039 4.715 3.366
H -2.258 4.523 5.798
H -1.951 2.900 5.155
Cl -6.201 5.679 4.892
C -7.026 6.848 3.831
C -6.127 7.338 2.707
Cl -4.799 8.362 3.307
H -7.385 7.675 4.451
H -7.897 6.334 3.412
H -6.706 7.949 2.008
H -5.689 6.505 2.149
Cl 3.629 -0.876 -6.505
C 4.503 -1.240 -8.013
C 4.472 -2.722 -8.353
Cl 5.429 -3.694 -7.208
H 5.528 -0.872 -7.910
H 4.014 -0.667 -8.808
H 4.904 -2.885 -9.345
H 3.449 -3.113 -8.358
*
```

Its energy relative to the best compared isomer or geometry (same formula, charge and spin) is 207.46 kcal/mol. The gap between HOMO and LUMO comes out at 6.7756 eV.

Entry 4:
ORCA calculation (wB97M-V/def2-TZVPD) on a structure of composition C18H29ClOV.

The geometry in ORCA input format:
```
! RIJCOSX wB97M-V def2-TZVPD def2/J DEFGRID3
* xyz 2 2
C 3.755 1.345 -3.380
C 3.244 2.669 -3.972
C 5.168 1.514 -2.799
C 3.728 0.229 -4.437
Cl 2.646 0.868 -2.030
H 5.882 1.805 -3.578
H 5.515 0.576 -2.352
H 5.176 2.287 -2.023
H 3.885 3.008 -4.794
H 3.229 3.453 -3.206
H 2.227 2.549 -4.360
H 4.387 0.467 -5.281
H 2.712 0.093 -4.825
H 4.058 -0.720 -4.003
C -0.832 0.975 3.310
C 0.565 0.635 3.395
C 1.203 1.065 2.172
H 1.073 0.208 4.260
C 0.199 1.696 1.353
C -1.049 1.628 2.046
H -1.974 2.089 1.704
H -1.581 0.849 4.096
H 2.263 1.011 1.925
H 0.377 2.179 0.393
C -0.663 -2.745 1.050
C -0.468 -2.670 2.472
C 0.867 -2.173 2.706
H -1.166 -3.042 3.227
C 1.476 -1.911 1.424
C 0.525 -2.281 0.404
H 0.703 -2.256 -0.671
H -1.522 -3.176 0.538
H 1.361 -2.077 3.672
H 2.492 -1.568 1.238
V -0.204 -0.542 1.687
C -4.137 -1.192 -0.992
C -3.010 -0.353 -0.427
O -2.681 -0.637 0.946
C -3.806 -0.939 1.791
C -4.643 0.289 2.026
H -4.096 -2.263 -0.760
H -4.103 -1.079 -2.081
H -5.094 -0.799 -0.644
H -2.077 -0.532 -0.977
H -3.246 0.721 -0.499
H -4.389 -1.734 1.293
H -3.374 -1.339 2.718
H -5.176 0.559 1.112
H -5.370 0.099 2.818
H -4.056 1.164 2.316
*
```

The gap between HOMO and LUMO (alpha / beta) comes out at 5.7335 / 6.1979 eV.

Entry 5:
ORCA calculation (wB97M-V/def2-TZVPD) on a structure of composition C18H29F12Mg2N7OP2.

The geometry in ORCA input format:
```
! RIJCOSX wB97M-V def2-TZVPD def2/J DEFGRID3
* xyz 2 1
Mg -1.741 12.909 0.182
Mg -4.917 8.844 -4.772
P -3.670 11.753 2.885
F -2.807 12.172 1.516
F -2.412 12.484 3.657
F -4.389 13.265 2.995
F -4.288 11.321 4.314
F -4.909 11.107 2.079
F -2.755 10.430 2.732
P -3.563 10.999 -2.254
F -4.693 12.205 -2.391
F -2.498 11.727 -3.298
F -3.007 11.932 -1.035
F -2.394 9.956 -1.901
F -4.400 10.205 -1.191
F -4.177 10.080 -3.409
C 0.699 12.592 -3.538
C -0.110 13.145 -2.505
N -0.767 13.568 -1.612
H 0.095 12.785 -4.424
H 0.778 11.505 -3.496
H 1.706 12.987 -3.674
C -6.003 14.163 -0.034
C -4.505 14.338 0.036
N -3.352 14.413 0.064
H -6.346 13.958 -1.048
H -6.581 14.993 0.371
H -6.270 13.311 0.591
C -7.639 8.606 -1.039
C -6.974 8.680 -2.312
N -6.510 8.726 -3.395
H -7.530 7.718 -0.416
H -8.702 8.765 -1.214
H -7.395 9.494 -0.456
C 0.403 8.794 0.520
C -0.139 10.170 0.396
N -0.504 11.244 0.246
H 0.411 8.274 -0.438
H -0.171 8.163 1.198
H 1.467 8.684 0.730
C -1.971 6.345 -2.222
C -3.006 6.931 -3.102
N -3.802 7.473 -3.790
H -1.208 5.979 -2.909
H -2.248 5.514 -1.573
H -1.501 7.158 -1.669
C -7.194 12.120 -7.089
C -6.503 11.151 -6.233
N -5.927 10.422 -5.547
H -6.646 12.298 -8.014
H -7.446 13.022 -6.530
H -8.102 11.731 -7.549
C -1.673 10.762 -7.622
C -2.547 10.051 -6.657
N -3.247 9.530 -5.950
H -2.219 11.121 -8.495
H -0.866 10.181 -8.068
H -1.269 11.608 -7.067
C -4.266 15.636 -4.659
C -3.956 16.193 -6.089
C -3.802 14.886 -6.824
O -2.909 14.256 -5.918
C -3.355 14.431 -4.538
H -5.256 15.181 -4.639
H -4.237 16.301 -3.796
H -2.979 16.675 -6.136
H -4.636 16.941 -6.497
H -3.457 15.081 -7.839
H -4.757 14.367 -6.906
H -2.478 14.601 -3.913
H -4.019 13.693 -4.089
*
```

The gap between HOMO and LUMO comes out at 9.0725 eV.

Entry 6:
ORCA calculation (wB97M-V/def2-TZVPD) on a cluster of 4 separate species, C18H29F4N2O7S3 in total.

The geometry in ORCA input format:
```
! RIJCOSX wB97M-V def2-TZVPD def2/J DEFGRID3
* xyz 1 1
O -0.798 2.500 1.835
C -1.460 2.255 0.712
C -1.942 0.941 0.463
C -2.613 0.849 -0.773
C -3.181 -0.483 -1.292
F -3.745 -1.224 -0.322
F -4.025 -0.312 -2.332
C -1.936 -1.287 -1.843
F -0.990 -0.342 -2.164
F -1.419 -2.098 -0.897
C -2.754 2.048 -1.541
N -2.307 3.247 -1.280
N -1.648 3.247 -0.130
H 0.120 2.157 1.779
H -1.795 0.095 1.139
H -2.165 -1.866 -2.753
H -3.296 1.956 -2.495
H -1.235 4.151 0.125
C 2.491 1.049 -2.207
C 3.752 0.381 -1.649
C 4.061 1.038 -0.296
S 2.491 1.598 0.354
O 2.495 3.041 0.413
O 2.117 0.792 1.496
C 1.506 1.099 -1.045
H 2.084 0.499 -3.056
H 2.726 2.062 -2.542
H 3.565 -0.682 -1.504
H 4.591 0.474 -2.332
H 4.509 0.334 0.404
H 4.708 1.907 -0.410
H 0.695 1.811 -1.197
H 1.103 0.109 -0.827
C -4.438 1.515 5.347
C -3.626 0.536 6.202
C -2.155 0.684 5.800
S -1.962 2.370 5.215
O -1.639 2.338 3.797
O -1.169 3.115 6.155
C -3.679 2.837 5.397
H -5.457 1.625 5.715
H -4.488 1.151 4.316
H -3.746 0.789 7.258
H -3.967 -0.492 6.073
H -1.486 0.520 6.642
H -1.893 0.013 4.982
H -3.960 3.526 4.604
H -3.790 3.317 6.369
C 2.491 -4.738 -4.541
C 1.498 -3.874 -3.754
C 2.299 -3.097 -2.703
S 3.952 -2.899 -3.378
O 4.875 -3.636 -2.557
O 4.169 -1.510 -3.711
C 3.661 -3.822 -4.880
H 2.039 -5.158 -5.439
H 2.834 -5.567 -3.916
H 1.007 -3.174 -4.436
H 0.719 -4.478 -3.288
H 1.868 -2.115 -2.511
H 2.382 -3.654 -1.770
H 4.564 -4.361 -5.161
H 3.391 -3.110 -5.661
*
```

The gap between HOMO and LUMO comes out at 7.5931 eV.

Entry 7:
ORCA calculation (wB97M-V/def2-TZVPD) on a structure of composition C18H29IrO2Si.

The geometry in ORCA input format:
```
! RIJCOSX wB97M-V def2-TZVPD def2/J DEFGRID3
* xyz -2 5
Ir -1.136 0.710 -0.137
C -2.696 1.892 0.782
C -2.025 1.198 1.800
C -0.676 1.622 1.788
H -2.451 0.367 2.419
C -0.501 2.553 0.788
C -1.747 2.713 0.080
H -1.912 3.324 -0.778
H -3.685 1.704 0.446
H 0.269 1.157 2.338
H 0.488 3.040 0.577
C 0.432 -0.962 -1.842
C -0.173 0.399 -1.809
C 1.040 1.239 -1.454
H -0.842 0.768 -2.604
C 2.069 0.656 -1.780
C 1.846 -0.605 -1.632
H 2.649 -1.273 -1.562
H 0.025 -1.700 -2.628
H 1.002 2.277 -1.297
H 2.893 1.131 -1.388
O 2.243 0.449 -0.024
C 3.670 0.711 0.993
C 2.908 -0.341 1.618
C 2.943 1.815 0.982
C 4.094 0.282 -0.220
C 1.849 -0.635 0.898
H 2.649 0.038 2.528
H 3.466 -1.128 1.714
H 2.173 -1.414 0.143
H 0.859 -0.160 1.217
H 3.725 2.805 1.195
H 2.436 1.789 1.996
H 2.539 2.115 0.059
H 5.217 0.623 -0.348
H 3.763 0.983 -1.037
H 3.981 -0.725 -0.119
C -2.843 -2.055 -2.067
Si -2.643 -1.965 -0.210
C -4.169 -1.036 0.481
C -2.769 -3.633 0.610
O -1.165 -1.317 0.213
H -3.780 -2.553 -2.374
H -1.990 -2.546 -2.541
H -2.843 -1.073 -2.576
H -5.043 -1.716 0.428
H -4.016 -0.711 1.518
H -4.433 -0.128 -0.059
H -1.961 -4.282 0.256
H -2.575 -3.536 1.697
H -3.735 -4.119 0.437
*
```

Its energy relative to the best compared isomer or geometry (same formula, charge and spin) is 381.78 kcal/mol. The gap between HOMO and LUMO (alpha / beta) comes out at 0.5932 / 5.8963 eV.

Entry 8:
ORCA calculation (wB97M-V/def2-TZVPD) on a structure of composition C18H29KN3O4V.

The geometry in ORCA input format:
```
! RIJCOSX wB97M-V def2-TZVPD def2/J DEFGRID3
* xyz 2 1
N 0.763 0.981 1.268
C 0.482 1.481 2.399
O 0.234 1.919 3.466
K 2.333 -2.209 -0.422
V -0.193 0.095 -0.136
N 0.782 -1.061 -1.354
N -1.439 1.254 -0.836
C 1.334 -0.415 -2.607
C -1.460 2.730 -0.895
C 2.007 -1.477 -3.487
C 0.223 0.259 -3.409
C 2.355 0.611 -2.128
C -2.111 3.280 0.375
C -2.247 3.218 -2.111
C -0.028 3.234 -0.982
H 2.906 -1.924 -3.025
H 2.345 -1.000 -4.417
H 1.307 -2.280 -3.760
H -0.477 -0.485 -3.814
H 0.662 0.808 -4.256
H -0.349 0.969 -2.791
H 1.921 1.349 -1.432
H 2.749 1.156 -2.997
H 3.219 0.142 -1.621
H -3.158 2.964 0.450
H -2.081 4.377 0.353
H -1.579 2.937 1.272
H -3.308 2.949 -2.045
H -1.837 2.807 -3.043
H -2.180 4.312 -2.165
H -0.044 4.332 -0.964
H 0.442 2.925 -1.924
H 0.581 2.883 -0.140
C -0.290 -2.064 -1.522
H -1.051 -1.924 -0.728
H -0.787 -1.999 -2.505
H 0.075 -3.111 -1.438
C -2.747 0.579 -0.892
H -2.707 -0.371 -0.336
H -3.543 1.191 -0.443
H -3.051 0.348 -1.927
O 1.961 -3.616 3.402
C 1.010 -3.160 4.235
C 1.063 -3.537 5.588
C 0.117 -3.035 6.475
C -0.884 -2.160 6.030
C -0.947 -1.797 4.683
C -0.020 -2.295 3.770
C -0.082 -1.895 2.334
O -1.064 -1.221 1.916
O 0.918 -2.236 1.575
H 1.710 -3.160 2.526
H 1.855 -4.212 5.908
H 0.164 -3.328 7.524
H -1.621 -1.763 6.729
H -1.715 -1.117 4.316
*
```

The gap between HOMO and LUMO (alpha / beta) comes out at 2.9756 / 3.0323 eV.

The following largest force on an atom values (in hartree/bohr) correspond, in order, to the records above: 0.0191, 0.2159, 0.1778, 0.0698, 0.1082, 0.0557, 0.2724, 0.1117.